ORCA calculation (the ωB97M-V functional and the def2-TZVPD basis) on C23H28N3ORbSSe3SiTe as an isolated structure.

Cartesian coordinates (Å):
Rb 0.8733 -2.1487 -2.5286
O 0.8712 0.8894 -2.1158
C 1.2309 2.0456 -2.8405
C 0.0715 2.6248 -3.6575
C -0.5899 1.5730 -4.5594
C 0.3839 0.9782 -5.5416
C 0.7648 1.6818 -6.6783
C 1.6856 1.1155 -7.5514
C 2.1996 -0.1343 -7.2552
C 1.7715 -0.7582 -6.0890
N 0.8831 -0.2227 -5.2480
H 0.1208 1.1307 -1.5353
H 2.0381 1.7442 -3.5101
H 1.6284 2.8144 -2.1668
H 0.4551 3.4495 -4.2682
H -0.6774 3.0452 -2.9770
H -1.4267 2.0278 -5.0954
H -0.9835 0.7661 -3.9434
H 0.3284 2.6547 -6.8790
H 1.9839 1.6414 -8.4519
H 2.8874 -0.6649 -7.8991
H 2.1479 -1.7498 -5.8525
Se 0.8414 -5.9503 -2.5869
Se 1.9502 -6.3656 -4.6211
Te 1.0160 -4.3749 -5.9259
Se 2.6944 -3.8377 -7.7111
S -2.5072 2.0912 4.2907
C -1.8397 2.0790 2.6347
C -2.0582 3.1521 1.7784
C -1.5647 3.0689 0.4849
N -0.8774 2.0256 0.0236
C -0.6638 1.0090 0.8617
C -1.1336 0.9883 2.1675
C -0.9815 1.9256 5.1946
C -0.7069 0.7627 5.8963
C 0.4813 0.6844 6.6123
N 1.3821 1.6610 6.6632
C 1.1100 2.7663 5.9706
C -0.0474 2.9515 5.2321
H -2.6093 4.0230 2.1083
H -1.7242 3.8859 -0.2125
H -0.1235 0.1353 0.5037
H -0.9448 0.1130 2.7759
H -1.3968 -0.0710 5.8737
H 0.7216 -0.2176 7.1648
H 1.8583 3.5507 6.0137
H -0.2188 3.8731 4.6914
C -2.3977 -2.2811 3.5462
Si -0.6499 -2.8515 3.0975
C -0.6578 -4.7291 3.1407
C 0.4679 -2.2362 4.4928
C -0.1225 -2.2241 1.5005
C 0.2116 -1.9363 0.3406
H -2.6946 -2.6691 4.5265
H -3.1150 -2.6444 2.8046
H -2.4848 -1.1900 3.5785
H -0.8880 -5.1156 4.1390
H 0.3145 -5.1192 2.8296
H -1.3999 -5.1191 2.4389
H 0.1348 -2.6043 5.4689
H 0.4809 -1.1414 4.5252
H 1.4955 -2.5720 4.3301

Total charge: -2
LUMO energy in eV: 3.13
Multiplicity: 1
DFT total energy in Eh: -9316.886057
Gap between HOMO and LUMO in eV: 3.369